Record 1
C11H19BF4N5O4Pt as an isolated structure at a distorted geometry. Source: the Open Molecules 2025 dataset; level of theory: ωB97M-V with the def2-TZVPD basis set.

As for the relative energy (zero: lowest compared OMol25 entry of this formula, charge and spin): 11.6 kcal per mole. For the calculated total energy, the calculation gives -42149.1841 eV. Its total charge is +1. As for the LUMO energy (spin up / spin down): -3.2 / -4.7 eV. Its expectation value of S² is 2.004. For the largest force on an atom, the calculation gives 1.995 eV/A. The spin multiplicity is 3.

```
45
Properties=species:S:1:pos:R:3:forces:R:3
Pt -0.785063 -1.037179 0.286381 0.32 0.62 0.16
O 0.980705 2.674055 4.535826 0.06 0.18 0.30
C -0.212325 2.190096 4.878753 -0.08 -0.12 -0.18
O -0.729221 2.441409 5.927721 -0.05 0.01 0.06
C -0.897973 1.323115 3.872324 0.19 0.03 -0.23
C -2.229922 0.947304 3.917235 0.19 0.08 0.13
N -2.476439 0.213955 2.825045 -0.39 0.01 0.06
N -1.389786 0.076330 2.077909 0.39 -0.37 -0.50
C -0.411281 0.726483 2.696643 -0.29 -0.03 0.12
C 0.912791 0.627386 2.026140 0.95 1.17 -0.24
O 1.684560 1.619571 2.013217 -0.36 -0.63 -0.05
O 1.149230 -0.456158 1.415702 -0.19 -0.33 -0.72
H 1.267084 2.452588 3.632607 -0.06 -0.18 -0.22
H -2.970994 1.158165 4.670295 -0.05 0.00 -0.07
H -3.342318 -0.211788 2.525899 0.01 -0.08 -0.05
N 3.107109 1.117205 -0.801686 -0.41 0.57 1.87
C 1.910762 0.469415 -1.423882 -0.57 -0.34 -0.30
C 2.248047 -0.820627 -2.149859 -0.10 -0.12 0.24
C 0.951986 -1.553521 -2.537909 -0.09 0.21 -0.23
N 0.231718 -2.159692 -1.385399 -0.04 0.14 0.56
C 0.006629 -0.619914 -3.301628 -0.06 -0.01 0.19
C -0.251395 0.728276 -2.619709 0.06 -0.16 -0.23
N -1.139791 0.535518 -1.445549 0.30 0.00 0.36
C 1.083705 1.412859 -2.273903 -0.16 0.03 0.18
H 2.849924 1.485538 0.199224 0.19 -0.52 -1.42
H 3.484710 1.875310 -1.367168 0.06 0.09 0.03
H 3.842728 0.428631 -0.652171 0.13 -0.03 0.03
H 1.284403 0.175633 -0.606239 0.00 0.01 0.69
H 2.839923 -1.468107 -1.494995 0.06 -0.01 -0.06
H 2.824540 -0.631545 -3.058555 0.01 -0.03 -0.03
H 1.239670 -2.358672 -3.218719 -0.04 -0.04 0.06
H 0.836233 -2.798837 -0.876101 0.06 -0.11 -0.14
H -0.546076 -2.716314 -1.733438 -0.06 -0.13 0.04
H -0.945061 -1.134211 -3.462847 0.02 0.03 -0.11
H 0.435328 -0.421586 -4.284765 -0.01 -0.03 -0.04
H -0.767857 1.367762 -3.340741 0.01 0.01 0.03
H -2.019849 0.131571 -1.758284 -0.07 0.06 0.00
H -1.368959 1.425725 -1.013754 -0.02 0.04 -0.01
H 0.901326 2.349835 -1.739071 -0.02 0.01 -0.04
H 1.589990 1.647869 -3.214052 0.00 0.07 0.00
F -2.147115 -2.759291 1.545803 -0.14 0.03 -0.24
B -3.090223 -2.694612 0.458014 0.33 0.06 0.05
F -3.347502 -1.275437 0.263760 0.11 -0.08 0.03
F -4.214094 -3.386687 0.699315 -0.08 -0.04 -0.03
F -2.379859 -3.097427 -0.707391 -0.12 -0.06 -0.05
```
Forces are in eV/Å.

Record 2
C32H68ClF6FeN8O12 as an isolated structure at a distorted geometry. Source: the Open Molecules 2025 dataset; level of theory: ωB97M-V with the def2-TZVPD basis set.

For the calculated total energy, the calculation gives -133996.6382 eV. Its total charge is -1. As for the LUMO energy (spin up / spin down): 2.3 / 2.3 eV. Its expectation value of S² is 6.008. For the largest force on an atom, the calculation gives 4.008 eV/A. The spin multiplicity is 5.

```
128
Properties=species:S:1:pos:R:3:forces:R:3
Fe -1.059680 -1.421170 1.242267 0.09 0.52 0.48
C -0.423645 -3.978854 0.704326 1.25 0.22 1.16
O -0.964142 -3.955984 2.056364 -0.18 -0.70 -0.05
O 0.005943 -2.772890 0.380551 0.04 0.67 -0.35
C 0.802017 -4.943008 0.520080 -2.67 2.35 0.97
F 1.882232 -4.462666 1.065436 1.58 0.37 0.86
F 0.548551 -6.114758 1.036534 0.02 -2.25 0.52
F 1.016991 -5.046976 -0.765208 0.48 -0.73 -2.01
C -2.000525 -4.931104 2.239989 -0.80 0.32 0.68
C -2.600680 -4.904086 3.708932 1.40 -0.02 -0.38
H -2.878265 -3.912663 4.065416 -0.05 0.20 -0.46
H -3.478169 -5.533612 3.723227 -0.32 -0.22 -0.03
H -1.908550 -5.281035 4.512233 -0.33 0.15 -1.09
H -1.605127 -5.923557 2.021582 0.04 -0.12 0.22
H -2.822929 -4.783696 1.470949 0.65 0.19 0.85
H -1.231532 -4.333046 0.115780 -1.01 -0.74 -1.18
C -0.651662 -0.176805 3.731270 0.86 -1.04 0.61
O 0.404512 -1.197652 3.685044 -0.19 1.12 0.02
O -1.664469 -0.637524 3.011192 -0.55 0.38 -0.80
C -1.110500 0.005981 5.272612 0.61 -0.50 -2.83
F -0.072917 0.271713 6.038509 1.14 0.09 0.99
F -1.929046 1.045186 5.373902 -0.91 0.70 0.12
F -1.732386 -1.070330 5.749857 -0.08 -0.14 0.10
C 1.751780 -0.692808 3.589424 -1.73 0.05 -0.98
C 2.598032 -1.878886 3.383548 0.78 -2.17 -0.34
H 2.412041 -2.615995 4.213446 0.19 0.71 -0.70
H 2.457624 -2.454766 2.430762 -0.28 0.82 0.72
H 3.646053 -1.604296 3.410815 0.36 0.08 0.11
H 1.997877 -0.247923 4.511001 0.47 0.76 1.40
H 1.828161 0.110292 2.819945 -0.09 -0.82 0.09
H -0.148230 0.758837 3.335586 -0.60 -0.30 0.65
Cl 0.229034 0.428434 0.034740 -0.26 -0.03 0.41
C 3.617684 -1.916223 -3.472696 -0.26 1.17 0.15
O 3.721568 -1.617741 -4.675965 -0.16 -0.56 1.78
N 3.230972 -1.058534 -2.470287 0.46 -0.45 -1.68
C 3.326892 -1.446470 -1.083998 0.13 0.35 0.27
C 2.988878 0.349908 -2.776061 0.29 -0.60 -0.67
H 3.818084 -2.926631 -3.030276 0.02 0.35 -0.61
H 2.354830 -1.716900 -0.714786 -0.48 -0.41 0.40
H 3.661714 -0.595412 -0.472712 0.18 -0.29 -0.37
H 4.048352 -2.253974 -1.001356 -0.06 -0.18 0.27
H 2.400337 0.775511 -1.963257 0.38 0.23 -0.03
H 3.973986 0.800188 -2.991557 -0.63 0.35 0.58
H 2.412476 0.425124 -3.701264 -0.01 -0.05 0.06
C 3.752074 1.763814 0.795548 0.62 0.19 -0.86
O 4.712153 1.720732 0.028885 -0.17 0.05 0.70
N 3.658588 2.548514 1.893402 -0.62 -0.37 -0.14
C 2.398742 2.645658 2.592027 -0.43 -0.80 0.32
C 4.751301 3.264767 2.457542 0.57 1.50 0.77
H 2.861180 1.156821 0.592741 -0.29 0.09 0.21
H 1.602941 2.213866 2.003926 -0.20 -0.14 -0.41
H 2.123521 3.648081 2.807219 -0.06 1.24 -0.10
H 2.347037 2.143346 3.563098 0.55 -0.19 -0.01
H 4.725873 4.392066 2.295807 -0.10 -1.26 -0.21
H 4.674213 3.157345 3.546696 0.17 -0.07 -0.07
H 5.722159 2.882948 2.147107 -0.18 -0.05 -0.25
C -4.345792 1.740797 2.536754 -0.90 0.60 0.80
O -5.551424 1.588858 2.349862 0.62 0.05 -0.21
N -3.694085 2.928472 2.463847 1.16 -1.48 -0.19
C -2.224642 2.878274 2.575890 -1.18 0.35 1.42
C -4.310376 4.096124 1.918657 -1.51 -0.67 0.30
H -3.695767 0.947388 2.946198 -0.05 0.05 -0.36
H -1.750658 3.166378 1.674856 0.51 0.52 -0.95
H -1.898211 1.877528 2.825826 -0.17 -0.19 -0.02
H -1.975233 3.540699 3.412638 0.46 0.03 -0.32
H -3.978286 4.986902 2.414482 0.19 0.46 0.36
H -4.109225 4.173752 0.871811 0.22 0.21 -0.89
H -5.406256 3.948703 2.037866 0.67 0.34 -0.05
C -2.154938 -3.095645 -2.935825 -1.85 -1.56 -0.02
O -3.338863 -2.912477 -3.276128 0.97 -0.15 0.84
N -1.148511 -2.865127 -3.766725 1.04 -0.20 -0.11
C 0.274659 -2.835554 -3.382977 -0.87 0.02 -1.39
C -1.514346 -2.611619 -5.129159 1.71 -0.20 -0.05
H -1.928500 -3.719842 -2.042735 0.24 1.00 0.11
H 0.984208 -3.235787 -4.128004 -0.71 0.27 -0.03
H 0.393694 -3.386511 -2.522827 0.17 -1.54 2.06
H 0.548494 -1.858738 -3.075380 0.41 1.25 -0.15
H -1.570419 -3.525947 -5.703840 0.38 -0.45 -0.24
H -2.464860 -2.206405 -5.201709 -1.63 1.17 0.03
H -0.746265 -1.956693 -5.488937 0.17 0.40 -0.86
C -4.099151 -2.218295 0.106868 1.64 -0.15 -1.16
O -2.866111 -1.985833 0.168515 -1.04 0.13 0.81
N -5.055793 -2.053624 0.975159 -1.63 0.72 1.74
C -6.515669 -2.251168 0.620996 1.46 -1.08 1.63
C -4.935396 -1.445337 2.310309 1.09 -0.62 0.37
H -4.446713 -2.644053 -0.819903 -0.29 -0.18 -0.69
H -7.100281 -1.342791 0.813806 0.38 -0.23 0.15
H -6.872145 -3.133276 1.270959 0.20 1.37 -1.21
H -6.529533 -2.434542 -0.422181 -0.38 -0.54 -0.96
H -5.096023 -2.154867 3.141470 -0.05 -0.16 -0.59
H -3.978221 -0.944985 2.556096 -0.37 -0.47 -0.75
H -5.729416 -0.752552 2.305365 -0.60 1.15 0.58
C 5.211987 1.935930 -4.761492 1.30 -0.95 1.00
O 4.506116 2.907693 -4.765698 -0.45 0.85 -0.22
N 6.282047 1.771894 -3.881496 -2.30 1.53 -0.95
C 6.877660 0.524878 -3.718537 0.36 -1.72 -0.27
C 6.505337 2.826990 -2.919917 -3.69 1.31 -0.85
H 5.051130 1.068529 -5.429175 0.16 0.09 0.08
H 6.754524 0.006909 -4.675763 -0.07 -0.45 0.39
H 6.518315 -0.088462 -2.866227 -0.15 0.28 -0.42
H 7.931290 0.650958 -3.586380 0.91 0.02 0.17
H 6.349864 3.786668 -3.515619 0.90 -0.93 1.10
H 5.688705 2.868388 -2.120604 0.95 -0.30 -0.87
H 7.404604 2.621365 -2.451029 2.00 0.29 0.78
C 0.695617 5.363745 0.410888 1.39 -0.64 -1.02
O -0.162334 5.712699 1.165236 -1.05 0.16 0.78
N 0.512440 4.901502 -0.883884 0.99 0.94 1.85
C 1.755014 4.587961 -1.585953 -1.24 -1.49 -0.65
C -0.708321 4.189355 -1.167100 0.33 -0.74 -1.27
H 1.787357 5.342826 0.745702 -0.81 0.31 -0.52
H 2.080861 3.554578 -1.407919 -0.34 -0.22 -0.26
H 2.537214 5.143271 -1.136513 0.70 1.06 -0.16
H 1.609127 4.725288 -2.679374 0.44 0.17 0.77
H -0.597664 3.139157 -0.805884 -0.26 0.41 -0.63
H -1.580902 4.619442 -0.716857 -0.14 0.51 0.59
H -0.876508 4.291807 -2.261255 0.04 -0.65 0.55
C -4.439049 -0.057140 -2.688677 0.44 -0.38 -0.62
O -5.600505 -0.039393 -2.326547 -0.15 0.23 0.46
N -3.385420 0.617396 -2.163451 -0.89 -0.51 -0.26
C -2.057193 0.334271 -2.645172 -0.26 0.44 0.89
C -3.582631 1.366327 -0.966443 -2.08 -1.75 1.87
H -4.132768 -0.686078 -3.539890 0.04 0.12 -0.01
H -2.019648 0.357064 -3.705292 -0.10 -0.40 -1.09
H -1.671436 -0.575510 -2.209476 0.35 -0.21 0.01
H -1.476004 1.169132 -2.320419 0.84 0.32 0.32
H -4.681604 1.527569 -0.915589 0.63 0.00 0.19
H -3.308633 0.826464 0.009691 -0.04 0.49 -1.42
H -3.132487 2.303165 -0.975685 1.16 1.63 -0.17
```
Forces are in eV/Å.

Record 3
A 3-piece molecular cluster, C5H17N2O overall at a distorted geometry. Source: the Open Molecules 2025 dataset; level of theory: ωB97M-V with the def2-TZVPD basis set.

As for the relative energy (zero: lowest compared OMol25 entry of this formula, charge and spin): 112.8 kcal per mole. For the calculated total energy, the calculation gives -10478.0433 eV. Its total charge is +1. As for the LUMO energy: -7.5 eV. For the largest force on an atom, the calculation gives 5.264 eV/A.

```
25
Properties=species:S:1:pos:R:3:forces:R:3
C 0.598767 0.820348 1.437188 1.09 -1.11 0.90
N 0.055947 2.114611 1.753949 0.00 -0.26 -1.12
C 0.832373 3.249015 1.284169 -0.68 0.82 0.69
C 0.254909 0.532807 -0.006208 -1.71 4.94 0.64
N 1.289568 -2.155067 -0.130865 0.58 0.15 0.39
C -1.570868 -0.826424 -1.139590 0.20 0.09 -0.63
C -1.163697 0.428562 -0.316184 -1.18 -1.39 1.35
H 1.645007 0.720297 1.745522 0.17 -0.11 -0.62
H 0.031466 0.125700 2.006678 -0.41 -0.83 0.75
H -0.139551 2.127775 2.742988 -0.31 0.13 0.02
H 1.848505 3.260479 1.683114 0.31 -0.22 -0.70
H 0.383079 4.143699 1.694434 -0.24 0.19 0.36
H 0.661001 3.432845 0.225283 0.74 -0.39 -0.19
H 0.811149 1.190219 -0.686618 0.70 -1.36 -0.66
H 0.978957 -1.178180 -0.041653 -0.07 -0.16 -0.12
H 1.214246 -2.525446 0.818295 -0.30 -0.08 -0.08
H 2.301446 -2.062975 -0.242080 -0.06 -0.07 -0.32
H -2.639061 -0.907656 -1.321295 -0.09 0.43 0.30
H -1.273407 -1.706615 -0.579388 0.02 -0.05 -0.15
H -1.102072 -0.819939 -2.120159 0.15 -0.18 0.07
H -1.611660 1.369938 -0.664950 0.82 -0.02 -0.94
H -1.681777 0.338976 0.643239 0.12 -0.32 0.13
H -0.271109 -3.949133 -2.878381 -0.07 0.18 0.13
H 0.121983 -2.956634 -1.760651 0.05 -0.21 -0.08
O -0.571921 -3.162848 -2.403980 0.15 -0.18 -0.12
```
Forces are in eV/Å.

Record 4
C2H5N3OS in the gas phase at a distorted geometry. Source: the Open Molecules 2025 dataset; level of theory: ωB97M-V with the def2-TZVPD basis set.

As for the relative energy (zero: lowest compared OMol25 entry of this formula, charge and spin): 60.3 kcal per mole. For the calculated total energy, the calculation gives -19506.3349 eV. Its total charge is 0. Its structure (SMILES) is C/N=[N+](\[S-])C(N)=O. As for the LUMO energy: 0.1 eV. For the largest force on an atom, the calculation gives 3.000 eV/A.

```
12
Properties=species:S:1:pos:R:3:forces:R:3
C -1.612688 1.224640 -0.038222 -0.14 0.32 0.05
N -0.649315 0.169754 0.033665 0.13 -0.19 0.00
N 0.561129 0.498315 0.072505 0.29 -2.96 -0.41
S 1.323264 1.890378 0.099576 0.41 1.42 0.00
C 1.591030 -0.955077 -0.053176 -0.63 2.11 0.37
N 0.765281 -1.957094 0.081029 -0.41 -0.71 0.05
O 2.737760 -0.748050 -0.196766 0.02 -0.30 -0.04
H -1.529025 1.731343 -1.006931 0.04 0.07 0.04
H -1.437812 1.975822 0.735794 -0.01 0.07 0.04
H -2.604278 0.788958 0.060999 0.05 0.03 0.00
H -0.220325 -1.703287 0.156919 0.15 -0.04 -0.04
H 1.074975 -2.915704 0.054608 0.09 0.17 -0.04
```
Forces are in eV/Å.